(1)
A structure of composition C5H10BrISi. Source: OMol25; level of theory: the ωB97M-V functional and the def2-TZVPD basis.

Max |F| in hartree/bohr: 0.01113
Highest occupied orbital energy (alpha / beta) in eV: -8.8 / -7.4
Energy relative to the best compared isomer or geometry (same formula, charge and spin) in kcal/mol: 69.9
LUMO level (alpha / beta) in eV: -0.677 / 0.143

```
18
C5H10BrISi the ωB97M-V functional and the def2-TZVPD basis
C 1.72209 -0.00897 2.13461
C 1.38587 -0.26902 0.87684
C -0.56827 2.21163 0.58937
C -1.82874 -2.81783 -0.35767
C 0.38723 0.57387 -1.94725
Si -0.02744 0.51966 -0.08246
Br 2.28953 -1.70136 -0.04621
I -1.29198 1.35255 -3.06272
H 2.50229 -0.53157 2.66214
H 1.21589 0.77377 2.67262
H -1.05100 2.79587 -0.18790
H -1.27558 2.10826 1.40697
H 0.28448 2.78013 0.95791
H -1.01911 -3.29234 -0.86971
H -1.97044 -3.02073 0.68278
H -2.57824 -2.29897 -0.90412
H 1.22806 1.23079 -2.16344
H 0.59535 -0.40577 -2.36175
```

These are the Löwdin partial charges, in e, on atoms 1 to 4: C -0.11; C -0.86; C -0.24; C 0.08

(2)
A cluster of 2 separate species, C4H12O2S in total. Source: OMol25; level of theory: the ωB97M-V functional and the def2-TZVPD basis.

Max |F| in hartree/bohr: 0.03078
Highest occupied orbital energy in eV: -9.1
Energy relative to the best compared isomer or geometry (same formula, charge and spin) in kcal/mol: 9.1
SMILES: OCCCCS.O
LUMO level in eV: 0.699

```
19
C4H12O2S the ωB97M-V functional and the def2-TZVPD basis
O -2.03284 1.21019 1.60085
C -1.67465 -0.16128 1.39162
C -0.16924 -0.40441 1.31664
C 0.62138 0.46936 0.33425
C 2.06559 0.03844 0.23557
S 3.01244 1.22354 -0.73538
H -1.43585 1.67324 2.18686
H -2.02515 -0.70782 2.27159
H -2.14450 -0.40643 0.44241
H -0.09079 -1.46549 1.06485
H 0.26611 -0.23065 2.30689
H 0.53121 1.49064 0.71521
H 0.08896 0.44798 -0.61535
H 2.54567 0.05192 1.21524
H 2.09766 -0.98545 -0.13141
H 3.88448 0.37837 -1.29194
O -2.05334 -0.99576 -3.78025
H -2.14243 -1.26588 -4.69090
H -1.34472 -0.36052 -3.83674
```

These are the Löwdin partial charges, in e, on atoms 1 to 4: O -0.08; C -0.25; C -0.21; C -0.30

(3)
A structure of composition C21H17IrN6O6S. Source: OMol25; level of theory: the ωB97M-V functional and the def2-TZVPD basis.

Max |F| in hartree/bohr: 0.00686
Highest occupied orbital energy (alpha / beta) in eV: -7.1 / -8.3
Energy relative to the best compared isomer or geometry (same formula, charge and spin) in kcal/mol: 0.0
Multiplicity: 5
LUMO level (alpha / beta) in eV: -0.709 / -2.785

```
52
C21H17IrN6O6S the ωB97M-V functional and the def2-TZVPD basis
Ir -0.03977 0.08272 -0.04968
O -3.25078 5.37922 -0.04714
C -2.63119 4.36104 -0.10161
C -3.11697 3.03080 -0.71653
O -4.17814 2.83009 -1.23761
C -1.99745 2.06310 -0.51104
C -0.89587 2.70837 0.14457
O 0.16803 2.08287 0.39416
C -1.18761 4.14428 0.39760
O -0.46160 4.97578 0.86851
O -1.92832 0.86484 -0.86119
C -0.01912 -5.18883 0.31153
N -0.97441 -4.24069 -0.25580
C -2.19356 -4.74798 -0.87649
C -0.66994 -2.97310 -0.32115
N -0.38451 -1.85953 -0.35829
H -0.51118 -5.78154 1.08260
H 0.80821 -4.64262 0.75724
H 0.36300 -5.85241 -0.46605
H -2.74904 -5.34195 -0.15089
H -1.95087 -5.36919 -1.74033
H -2.81254 -3.91412 -1.19613
O -1.48981 0.78126 2.37653
N -1.09461 -0.11156 1.66257
C 6.21761 -1.15454 3.42567
C 5.84659 -1.67134 2.07262
C 6.06631 -2.98596 1.68105
C 5.65967 -3.34489 0.40955
N 5.08079 -2.48860 -0.42719
C 4.91567 -1.25345 0.04149
S 2.00573 -0.54715 0.86786
N 5.26450 -0.80863 1.23772
H 6.94049 -1.80166 3.91924
H 5.32227 -1.09502 4.04769
H 6.62109 -0.14770 3.33506
H 6.54212 -3.69804 2.34048
H 5.80649 -4.35463 0.04142
C 0.71302 0.08490 -2.22385
C 1.84049 0.44102 -1.51410
C 2.69953 -0.59589 -0.82192
C 4.20149 -0.29196 -0.88031
C 4.48288 1.16093 -0.62172
C 3.54646 2.13161 -0.95190
C 2.29555 1.81335 -1.42923
C 5.78217 1.56996 -0.22509
N 6.83828 1.93461 0.06027
H 0.55939 -0.94332 -2.52134
H 0.15681 0.83785 -2.76906
H 2.53521 -1.57873 -1.26572
H 4.54132 -0.52161 -1.89889
H 3.82790 3.17271 -0.86414
H 1.63042 2.59994 -1.75813
```

These are the Löwdin partial charges, in e, on atoms 1 to 4: Ir 1.11; O 0.19; C -0.22; C -0.24

(4)
A cluster of 2 separate species, C2H7NOSi in total. Source: OMol25; level of theory: the ωB97M-V functional and the def2-TZVPD basis.

Max |F| in hartree/bohr: 0.16813
Highest occupied orbital energy (alpha / beta) in eV: -4.6 / -11.1
Energy relative to the best compared isomer or geometry (same formula, charge and spin) in kcal/mol: 93.0
Multiplicity: 3
LUMO level (alpha / beta) in eV: 0.890 / -3.578

```
12
C2H7NOSi the ωB97M-V functional and the def2-TZVPD basis
C 2.03229 0.82916 0.32240
C 2.04733 -1.68440 0.03535
N 2.08374 -0.34718 0.51942
O 2.20870 1.99287 0.36069
Si -1.16878 1.54666 -0.41917
H -0.74393 2.82412 -0.09669
H 2.91196 -2.33982 0.32807
H 1.21083 -2.12148 0.47417
H 1.98880 -1.62487 -1.06451
H -1.71939 1.67652 -1.86156
H -0.10244 0.70056 -0.29700
H -2.21728 0.95126 0.40176
```

These are the Löwdin partial charges, in e, on atoms 1 to 4: C -0.47; C -0.08; N 0.10; O 0.14

(5)
An isolated molecule of C2H5NO2S. Source: OMol25; level of theory: the ωB97M-V functional and the def2-TZVPD basis.

Max |F| in hartree/bohr: 0.08449
Highest occupied orbital energy in eV: -9.9
Energy relative to the best compared isomer or geometry (same formula, charge and spin) in kcal/mol: 78.8
SMILES: CN1CS1(=O)=O
LUMO level in eV: 0.656

```
11
C2H5NO2S the ωB97M-V functional and the def2-TZVPD basis
C 1.21695 -0.44004 -0.83477
N 0.00390 0.25868 -0.41608
C -0.14415 0.80216 0.89582
S -1.44968 -0.06861 0.10838
O -2.47657 0.64253 -0.54782
O -1.66401 -1.39870 0.58173
H 0.91243 -1.00764 -1.76535
H 2.04251 0.19103 -0.72068
H 1.25560 -1.21494 -0.10305
H 0.40032 0.38072 1.69802
H -0.09731 1.85482 1.10380
```

These are the Löwdin partial charges, in e, on atoms 1 to 4: C -0.04; N -0.31; C -0.19; S 0.65

(6)
A structure of composition C50H50N10. Source: OMol25; level of theory: the ωB97M-V functional and the def2-TZVPD basis.

Max |F| in hartree/bohr: 0.21316
Highest occupied orbital energy in eV: -7.4
Energy relative to the best compared isomer or geometry (same formula, charge and spin) in kcal/mol: 692.6
LUMO level in eV: -0.077

```
110
C50H50N10 the ωB97M-V functional and the def2-TZVPD basis
N 0.63589 2.34104 1.71923
C 0.35920 3.68698 1.73473
C 1.27672 4.62614 2.25718
C 2.56462 4.20284 2.56755
C 2.88014 2.82991 2.48905
C 1.87978 1.95952 2.04094
H -0.60366 3.95369 1.32465
H 1.16456 5.70023 2.26889
H 3.32573 4.86954 2.94522
H 3.85358 2.45620 2.77042
H 2.07714 0.89941 2.10101
N -2.53454 -2.00515 -1.60568
C -3.66285 -1.25461 -1.42412
C -4.68098 -1.13220 -2.31836
C -4.56985 -1.77466 -3.55599
C -3.44865 -2.53628 -3.82574
C -2.49104 -2.60277 -2.82277
H -3.84321 -0.89669 -0.42124
H -5.53763 -0.53651 -2.03960
H -5.34471 -1.71557 -4.30599
H -3.20889 -2.99408 -4.77407
H -1.54773 -3.11809 -2.92771
N -0.52784 -3.77809 0.19194
C -0.69166 -5.02744 0.65614
C -0.03742 -5.52365 1.77443
C 0.93360 -4.73950 2.45301
C 1.09233 -3.39143 1.97478
C 0.33655 -2.99509 0.92310
H -1.23670 -5.78534 0.11308
H -0.11075 -6.57809 1.99617
H 1.34649 -4.94476 3.42963
H 1.76913 -2.74822 2.51757
H 0.54915 -1.99863 0.56495
N 2.29126 1.93205 -2.03733
C 2.63501 2.26235 -3.30529
C 1.87491 3.08392 -4.18912
C 0.56670 3.46998 -3.75621
C 0.18364 3.10774 -2.49529
C 1.05680 2.41452 -1.64605
H 3.58680 1.80025 -3.52202
H 2.14355 3.25966 -5.22031
H -0.06061 4.03940 -4.42602
H -0.83749 3.33886 -2.23017
H 0.75835 2.20832 -0.62880
N -4.08766 -4.59238 0.87051
C -4.86395 -3.82035 1.69333
C -4.54299 -2.48589 2.04050
C -3.24245 -2.10417 1.74338
C -2.44775 -2.92036 0.93525
C -2.90631 -4.12925 0.52284
H -5.86183 -4.11530 1.98252
H -5.22058 -1.88974 2.63370
H -2.82250 -1.16697 2.07761
H -1.43626 -2.60532 0.72539
H -2.30766 -4.74496 -0.13208
N 2.64932 -2.03166 0.79140
C 3.08659 -3.24900 0.50348
C 3.99534 -3.56987 -0.47052
C 4.45325 -2.51501 -1.17581
C 3.99544 -1.21717 -0.94646
C 3.04615 -0.99523 0.04910
H 2.77230 -4.05653 1.14809
H 4.40502 -4.56573 -0.55319
H 5.25771 -2.77581 -1.84754
H 4.45428 -0.37948 -1.45059
H 2.55439 -0.04660 0.20622
N -0.79740 -0.75265 1.04378
C 0.22536 0.13536 1.34012
C 1.09114 0.63092 0.34547
C 0.93665 0.16839 -0.93671
C -0.06927 -0.74395 -1.22299
C -0.91279 -1.19716 -0.23061
H 0.35890 0.52665 2.33785
H 1.96573 1.24831 0.48798
H 1.64860 0.42205 -1.70819
H -0.22221 -1.16703 -2.20483
H -1.69093 -1.89508 -0.50227
N 3.43472 1.20329 0.76715
C 3.60066 1.96650 -0.34563
C 4.86484 2.16518 -0.95733
C 5.98529 1.60166 -0.37930
C 5.79756 0.76106 0.66221
C 4.53607 0.61172 1.23918
H 2.74272 2.38427 -0.85139
H 4.98932 2.76738 -1.84517
H 6.93706 1.84474 -0.82814
H 6.65917 0.33223 1.15223
H 4.37150 -0.08280 2.04971
N -2.83204 3.13940 -2.26617
C -2.34902 3.77173 -1.17528
C -1.67560 3.13287 -0.14434
C -1.31217 1.84538 -0.34579
C -1.73198 1.18725 -1.51024
C -2.46059 1.88885 -2.43220
H -2.47636 4.84412 -1.18810
H -1.36335 3.65260 0.74940
H -0.71595 1.34118 0.40034
H -1.54147 0.15115 -1.74815
H -2.79788 1.42101 -3.34531
N -2.09722 3.20480 2.16863
C -1.46903 2.00593 2.19114
C -2.18042 0.79405 2.22206
C -3.57868 0.84124 2.26870
C -4.22338 2.05392 2.34728
C -3.44935 3.19378 2.33818
H -0.39123 2.06334 2.15317
H -1.60479 -0.11352 2.11548
H -4.06161 -0.12022 2.36234
H -5.28450 2.23154 2.44145
H -3.95145 4.14924 2.30109
```

These are the Löwdin partial charges, in e, on atoms 1 to 4: N -0.05; C -0.02; C -0.02; C -0.05

(7)
A structure of composition CH3BrO2S. Source: OMol25; level of theory: the ωB97M-V functional and the def2-TZVPD basis.

Max |F| in hartree/bohr: 0.06218
Highest occupied orbital energy in eV: -9.1
Energy relative to the best compared isomer or geometry (same formula, charge and spin) in kcal/mol: 34.5
LUMO level in eV: -0.465

```
8
CH3BrO2S the ωB97M-V functional and the def2-TZVPD basis
C -0.16559 0.13897 0.29623
O -2.93017 -0.70317 0.68262
O 1.12996 -0.27775 0.09675
S -1.76942 -1.05481 1.51047
Br -1.06852 -3.09259 0.76969
H 1.13467 -1.21066 -0.31291
H -0.78509 -0.04020 -0.70895
H -0.22698 1.22277 0.61161
```

These are the Löwdin partial charges, in e, on atoms 1 to 4: C -0.28; O -0.64; O -0.11; S 0.50